# C7H14Si

An isolated molecule of C7H14Si in a non-equilibrium geometry (wB97M-V/def2-TZVPD, the Open Molecules 2025 dataset).

Each atom is followed by the atoms it is bonded to, with distances in Å.
Atoms and positions in Å:
1 C -3.51244 -2.13743 0.08586  C2 1.449, H9 1.203, H10 1.052, H11 1.007
2 C -2.72149 -0.96760 -0.24035  C1 1.449, C3 1.198
3 C -1.86929 -0.13941 -0.39058  C2 1.198, Si4 2.037
4 Si -0.30926 0.96939 -1.08741  C3 2.037, C5 1.848, H12 1.465, H13 1.590
5 C 1.09464 0.57375 0.04788  Si4 1.848, C6 1.506, C7 1.514, C8 1.558
6 C 0.58140 0.67866 1.46007  C5 1.506, H14 1.100, H15 1.092, H16 1.061
7 C 1.72974 -0.77331 -0.22232  C5 1.514, H17 1.119, H18 1.121, H19 1.041
8 C 2.21176 1.62324 -0.22971  C5 1.558, H20 1.109, H21 1.089, H22 1.106
9 H -4.19545 -2.04768 1.07197  C1 1.203
10 H -4.11934 -2.32804 -0.75164  C1 1.052
11 H -2.91363 -2.87704 0.41655  C1 1.007
12 H -0.64693 2.38485 -1.26006  Si4 1.465
13 H -0.01437 0.46804 -2.56674  Si4 1.590
14 H 0.33119 1.72419 1.69247  C6 1.100
15 H -0.31032 0.06068 1.58735  C6 1.092
16 H 1.24401 0.40415 2.24145  C6 1.061
17 H 2.60463 -1.09886 0.39525  C7 1.119
18 H 2.35271 -0.74049 -1.15384  C7 1.121
19 H 1.00263 -1.51639 -0.27614  C7 1.041
20 H 2.71295 1.59460 -1.21914  C8 1.109
21 H 1.65062 2.53574 -0.03462  C8 1.089
22 H 3.09625 1.60896 0.43369  C8 1.106

## Properties
M ... 126.27 g/mol
Lowest unoccupied orbital energy ... 0.78 eV
SMILES ... CC#C[SiH2]C(C)(C)C
Kohn-Sham gap ... 0.382 Eh
Energy relative to the best compared isomer or geometry (same formula, charge and spin) ... 1.414 eV

=====

# C3H3ClO

An isolated molecule of C3H3ClO in a non-equilibrium geometry (wB97M-V/def2-TZVPD, the Open Molecules 2025 dataset).

Each atom is followed by the atoms it is bonded to, with distances in Å.
Atoms and positions in Å:
1 Cl 0.64104 1.74102 -1.14139  C2 1.743
2 C 0.67498 0.03471 -0.78815  Cl1 1.743, C3 1.456, H6 1.094, H7 1.071
3 C -0.22502 -0.24042 0.32305  C2 1.456, C4 1.299, O5 1.343
4 C -0.83593 0.15021 1.40129  C3 1.299, O5 1.590, H8 1.105
5 O -0.49866 -1.35603 1.01821  C3 1.343, C4 1.590
6 H 0.41088 -0.58408 -1.65087  C2 1.094
7 H 1.72294 -0.17974 -0.73366  C2 1.071
8 H -1.89024 0.43432 1.57152  C4 1.105

## Properties
M ... 90.51 g/mol
Lowest unoccupied orbital energy (alpha / beta) ... 0.45 / 0.45 eV
SMILES ... ClCC1=CO1
Kohn-Sham gap (alpha / beta) ... 0.333 / 0.333 Eh
Energy relative to the best compared isomer or geometry (same formula, charge and spin) ... 3.447 eV

=====

# C40H95N2O8

A cluster of 9 separate species, C40H95N2O8 in total (wB97M-V/def2-TZVPD, the Open Molecules 2025 dataset).

Each atom is followed by the atoms it is bonded to, with distances in Å.
Atoms and positions in Å:
1 C 10.26420 -3.67450 2.46911  C2 1.542, H19 1.094, H20 1.092, H21 1.093
2 C 9.77805 -2.46173 1.65086  C1 1.542, C3 1.536, H22 1.096, H23 1.096
3 C 9.12313 -1.37154 2.51222  C2 1.536, C4 1.533, H24 1.095, H25 1.098
4 C 8.06890 -0.54001 1.77293  C3 1.533, C5 1.538, H26 1.097, H27 1.095
5 C 7.14850 0.27533 2.69605  C4 1.538, C6 1.542, H28 1.099, H29 1.093
6 C 5.69364 0.35428 2.19224  C5 1.542, C7 1.531, H30 1.098, H31 1.096
7 C 4.69673 -0.38865 3.08618  C6 1.531, C8 1.533, H32 1.096, H33 1.094
8 C 3.31346 -0.40113 2.42493  C7 1.533, C9 1.498, H34 1.098, H35 1.097
9 C 2.30658 -1.44756 2.79168  C8 1.498, N10 1.337, N15 1.337
10 N 2.15238 -2.16403 3.90946  C9 1.337, C11 1.470, C13 1.383
11 C 2.99484 -2.17536 5.11418  N10 1.470, C12 1.529, H36 1.087, H37 1.091
12 C 4.04369 -3.28737 5.08549  C11 1.529, H38 1.090, H39 1.094, H40 1.092
13 C 1.03463 -2.96916 3.78230  N10 1.383, C14 1.344, H41 1.080
14 C 0.50932 -2.72519 2.56993  C13 1.344, N15 1.376, H42 1.079
15 N 1.30346 -1.77538 1.97051  C9 1.337, C14 1.376, C16 1.469
16 C 1.08832 -1.23934 0.61981  N15 1.469, C17 1.537, H43 1.092, H44 1.092
17 C 1.91099 -2.00020 -0.43208  C16 1.537, C18 1.524, H45 1.098, H46 1.096
18 C 1.16423 -2.26911 -1.73328  C17 1.524, H47 1.094, H48 1.095, H49 1.091
19 H 10.25689 -3.45734 3.54089  C1 1.094
20 H 11.27985 -3.97165 2.20096  C1 1.092
21 H 9.62237 -4.54487 2.31268  C1 1.093
22 H 9.08459 -2.79877 0.87210  C2 1.096
23 H 10.63162 -2.02663 1.11950  C2 1.096
24 H 9.90970 -0.70346 2.87971  C3 1.095
25 H 8.65410 -1.83467 3.39035  C3 1.098
26 H 8.58797 0.15917 1.10521  C4 1.097
27 H 7.47465 -1.18443 1.11706  C4 1.095
28 H 7.15987 -0.17171 3.69947  C5 1.099
29 H 7.53736 1.28969 2.81348  C5 1.093
30 H 5.64682 -0.08327 1.18631  C6 1.098
31 H 5.36981 1.39590 2.08821  C6 1.096
32 H 4.65000 0.13584 4.04718  C7 1.096
33 H 5.06474 -1.40255 3.26779  C7 1.094
34 H 2.83948 0.58166 2.54817  C8 1.098
35 H 3.47313 -0.51942 1.34606  C8 1.097
36 H 3.43698 -1.18832 5.22400  C11 1.087
37 H 2.30424 -2.33449 5.94367  C11 1.091
38 H 4.88909 -3.02922 5.72400  C12 1.090
39 H 4.42390 -3.44394 4.07196  C12 1.094
40 H 3.61937 -4.23330 5.42793  C12 1.092
41 H 0.68989 -3.65348 4.54289  C13 1.080
42 H -0.36641 -3.13401 2.09099  C14 1.079
43 H 0.01903 -1.32940 0.41930  C16 1.092
44 H 1.34797 -0.17887 0.63391  C16 1.092
45 H 2.18590 -2.97062 0.00147  C17 1.098
46 H 2.85101 -1.47201 -0.62590  C17 1.096
47 H 1.82680 -2.81069 -2.41486  C18 1.094
48 H 0.29772 -2.91393 -1.55101  C18 1.095
49 H 0.83292 -1.36025 -2.23840  C18 1.091
50 C -1.65743 1.25991 -3.89368  C51 1.519, H54 1.094, H55 1.090, H56 1.090
51 C -1.93083 0.49203 -2.61246  C50 1.519, C52 1.517, O53 1.437, H57 1.092
52 C -3.13551 1.04132 -1.87244  C51 1.517, H58 1.092, H59 1.092, H60 1.089
53 O -0.76632 0.48010 -1.77125  C51 1.437, H61 0.964
54 H -1.44770 2.30878 -3.66513  C50 1.094
55 H -0.79649 0.84550 -4.41844  C50 1.090
56 H -2.52042 1.22562 -4.55846  C50 1.090
57 H -2.09474 -0.56054 -2.85464  C51 1.092
58 H -2.98191 2.08826 -1.60090  C52 1.092
59 H -3.31442 0.47615 -0.95556  C52 1.092
60 H -4.02844 0.98967 -2.49373  C52 1.089
61 H -0.57606 1.39363 -1.52795  O53 0.964
62 C -5.25296 -2.01419 -1.94490  C63 1.518, H66 1.094, H67 1.089, H68 1.089
63 C -4.47459 -3.31704 -1.95705  C62 1.518, C64 1.521, O65 1.432, H69 1.091
64 C -4.38059 -3.93590 -0.57105  C63 1.521, H70 1.095, H71 1.090, H72 1.090
65 O -3.16438 -3.12265 -2.50244  C63 1.432, H73 0.964
66 H -4.73759 -1.28902 -1.30739  C62 1.094
67 H -5.32452 -1.58951 -2.94506  C62 1.089
68 H -6.26292 -2.14502 -1.55937  C62 1.089
69 H -4.95238 -4.02673 -2.63446  C63 1.091
70 H -3.86518 -3.24945 0.10913  C64 1.095
71 H -3.82077 -4.87084 -0.60319  C64 1.090
72 H -5.37037 -4.13574 -0.15930  C64 1.090
73 H -2.71524 -2.48686 -1.93367  O65 0.964
74 C -7.12006 4.71099 -1.57045  C75 1.519, H78 1.093, H79 1.091, H80 1.091
75 C -5.80059 4.07418 -1.17052  C74 1.519, C76 1.520, O77 1.430, H81 1.093
76 C -4.94010 5.02498 -0.35402  C75 1.520, H82 1.093, H83 1.091, H84 1.090
77 O -5.09035 3.61103 -2.32171  C75 1.430, H85 0.964
78 H -6.94160 5.59656 -2.18609  C74 1.093
79 H -7.72649 4.01064 -2.14705  C74 1.091
80 H -7.68939 5.02649 -0.69546  C74 1.091
81 H -5.99072 3.16912 -0.58838  C75 1.093
82 H -4.70859 5.91801 -0.94069  C76 1.093
83 H -4.00091 4.54767 -0.07168  C76 1.091
84 H -5.45581 5.34316 0.55261  C76 1.090
85 H -4.90438 4.37800 -2.87570  O77 0.964
86 C -8.65954 0.52786 -4.73936  C87 1.520, H90 1.094, H91 1.090, H92 1.091
87 C -8.95145 -0.21521 -3.44596  C86 1.520, C88 1.520, O89 1.429, H93 1.092
88 C -10.18577 0.32604 -2.74365  C87 1.520, H94 1.094, H95 1.090, H96 1.090
89 O -7.81724 -0.18302 -2.57797  C87 1.429, H97 0.964
90 H -8.47003 1.58497 -4.53086  C86 1.094
91 H -7.77659 0.11566 -5.22747  C86 1.090
92 H -9.50119 0.46451 -5.42996  C86 1.091
93 H -9.09513 -1.27561 -3.66285  C87 1.092
94 H -10.03865 1.37840 -2.48309  C88 1.094
95 H -10.37822 -0.22726 -1.82473  C88 1.090
96 H -11.06632 0.25666 -3.38317  C88 1.090
97 H -7.64544 0.74011 -2.35800  O89 0.964
98 C -8.49936 8.79722 -4.61744  C99 1.520, H102 1.094, H103 1.090, H104 1.090
99 C -8.71025 8.01936 -3.32901  C98 1.520, C100 1.520, O101 1.429, H105 1.092
100 C -9.95812 8.46957 -2.58764  C99 1.520, H106 1.094, H107 1.090, H108 1.090
101 O -7.55947 8.10834 -2.48653  C99 1.429, H109 0.964
102 H -8.37360 9.86126 -4.39834  C98 1.094
103 H -7.60503 8.44958 -5.13417  C98 1.090
104 H -9.35303 8.68948 -5.28732  C98 1.090
105 H -8.79285 6.95479 -3.55959  C99 1.092
106 H -9.87242 9.52455 -2.31245  C100 1.094
107 H -10.09139 7.89062 -1.67396  C100 1.090
108 H -10.84817 8.35386 -3.20694  C100 1.090
109 H -7.43765 9.03460 -2.24982  O101 0.964
110 C 0.72820 -6.43715 6.56879  C111 1.519, H114 1.093, H115 1.093, H116 1.090
111 C -0.76125 -6.35455 6.28008  C110 1.519, C112 1.518, O113 1.432, H117 1.092
112 C -1.49803 -7.61061 6.70978  C111 1.518, H118 1.094, H119 1.089, H120 1.090
113 O -0.98243 -6.08110 4.89203  C111 1.432, H121 0.964
114 H 1.17677 -7.26702 6.01598  C110 1.093
115 H 1.22551 -5.51711 6.25283  C110 1.093
116 H 0.93146 -6.58944 7.62883  C110 1.090
117 H -1.18483 -5.49159 6.79743  C111 1.092
118 H -1.11247 -8.47859 6.16778  C112 1.094
119 H -2.56209 -7.52148 6.49505  C112 1.089
120 H -1.37221 -7.79574 7.77671  C112 1.090
121 H -0.64193 -6.83229 4.39254  O113 0.964
122 C 7.28774 -1.28853 -3.82583  C123 1.519, H126 1.094, H127 1.090, H128 1.090
123 C 7.68350 -0.74930 -2.46233  C122 1.519, C124 1.519, O125 1.433, H129 1.092
124 C 9.06103 -1.22493 -2.03292  C123 1.519, H130 1.094, H131 1.090, H132 1.090
125 O 6.70396 -1.10072 -1.47722  C123 1.433, H133 0.964
126 H 7.25958 -2.38181 -3.80536  C122 1.094
127 H 6.29922 -0.92802 -4.10977  C122 1.090
128 H 8.00169 -0.98498 -4.59175  C122 1.090
129 H 7.66752 0.34189 -2.48565  C123 1.092
130 H 9.07166 -2.31571 -1.94686  C124 1.094
131 H 9.32241 -0.80946 -1.05993  C124 1.090
132 H 9.82662 -0.93689 -2.75359  C124 1.090
133 H 6.67580 -2.06358 -1.43573  O125 0.964
134 C 5.02297 4.01878 -0.23046  C135 1.521, H138 1.094, H139 1.089, H140 1.092
135 C 3.52392 4.04695 -0.48379  C134 1.521, C136 1.522, O137 1.422, H141 1.091
136 C 2.85671 2.74158 -0.07649  C135 1.522, H142 1.095, H143 1.091, H144 1.093
137 O 3.23689 4.35376 -1.84277  C135 1.422, H145 0.964
138 H 5.49032 3.22303 -0.81839  C134 1.094
139 H 5.47568 4.96583 -0.52085  C134 1.089
140 H 5.24416 3.83737 0.82293  C134 1.092
141 H 3.07699 4.86765 0.08006  C135 1.091
142 H 3.26383 1.91145 -0.66331  C136 1.095
143 H 1.78209 2.78981 -0.25765  C136 1.091
144 H 3.02407 2.52922 0.98233  C136 1.093
145 H 3.62619 3.66826 -2.39742  O137 0.964

## Properties
Net charge ... +1
M ... 732.21 g/mol
Lowest unoccupied orbital energy ... -1.80 eV
Kohn-Sham gap ... 0.355 Eh

=====

# C2H37NO16

A cluster of 16 separate species, C2H37NO16 in total in a non-equilibrium geometry (wB97M-V/def2-TZVPD, the Open Molecules 2025 dataset).

Each atom is followed by the atoms it is bonded to, with distances in Å.
Atoms and positions in Å:
1 C 1.59988 -0.09526 0.65802  O2 1.424, C3 1.562, H5 1.100, H6 1.163
2 O 2.69652 -0.62777 -0.07697  C1 1.424, H7 0.963
3 C 0.46206 -0.17210 -0.40966  C1 1.562, N4 1.537, H8 1.081, H9 1.104
4 N 0.58580 1.09885 -1.26421  C3 1.537, H10 1.039, H11 1.006
5 H 1.53497 -0.69898 1.57561  C1 1.100
6 H 1.96108 0.96052 0.98488  C1 1.163
7 H 3.50870 -0.70163 0.43432  O2 0.963
8 H 0.49279 -1.00445 -1.09936  C3 1.081
9 H -0.43781 0.01155 0.20238  C3 1.104
10 H -0.39043 1.21410 -1.60022  N4 1.039
11 H 1.02451 0.94237 -2.15603  N4 1.006
12 H -1.72773 -2.07626 -0.22241  O14 1.027
13 H -0.84038 -3.08897 -0.93553  O14 0.947
14 O -0.95622 -2.73606 -0.06428  H12 1.027, H13 0.947
15 H -0.09782 -0.20757 -4.41508  O17 0.959
16 H 1.46336 -0.00546 -4.58149  O17 0.959
17 O 0.76020 -0.29231 -3.99529  H15 0.959, H16 0.959
18 H -0.26484 -1.64465 -2.63396  O20 1.005
19 H -0.89635 -2.54605 -3.54254  O20 0.963
20 O -1.16550 -2.07629 -2.74643  H18 1.005, H19 0.963
21 H -2.72376 -1.57783 -2.20006  O23 0.976
22 H -4.04216 -0.95475 -1.92849  O23 0.963
23 O -3.48017 -1.65868 -1.58877  H21 0.976, H22 0.963
24 H 3.20748 -0.11673 -1.87893  O26 0.967
25 H 4.23378 -1.03631 -2.42528  O26 0.945
26 O 3.65852 -0.34024 -2.70486  H24 0.967, H25 0.945
27 H -2.83811 3.73893 1.76523  O29 0.951
28 H -1.64432 2.65423 2.23219  O29 1.023
29 O -2.11229 3.18683 1.49406  H27 0.951, H28 1.023
30 H -4.13177 0.97642 0.54254  O32 0.957
31 H -2.79592 1.77117 0.98530  O32 0.978
32 O -3.17696 0.95486 0.60358  H30 0.957, H31 0.978
33 H 1.78674 -2.40440 4.19002  O35 0.955
34 H 2.51534 -1.29386 3.38577  O35 0.970
35 O 2.04755 -1.48556 4.21400  H33 0.955, H34 0.970
36 H 0.21762 4.01408 0.53715  O38 0.960
37 H 0.42929 2.75209 -0.52154  O38 0.929
38 O 0.72696 3.53587 -0.12177  H36 0.960, H37 0.929
39 H 2.54816 2.23075 -0.27624  O41 0.978
40 H 3.44008 2.83386 -1.33508  O41 0.967
41 O 3.46890 2.20159 -0.60410  H39 0.978, H40 0.967
42 H 0.47006 -0.63149 4.22194  O44 0.983
43 H -1.09444 -0.92353 4.10248  O44 0.944
44 O -0.43768 -0.36809 4.49207  H42 0.983, H43 0.944
45 H -1.02723 2.00444 4.17270  O47 0.991
46 H -1.72310 0.84808 3.68268  O47 0.970
47 O -1.81652 1.81084 3.60621  H45 0.991, H46 0.970
48 H -1.58164 2.59710 -0.70785  O50 0.959
49 H -2.87058 2.52652 -1.38581  O50 0.959
50 O -1.95548 2.28230 -1.53339  H48 0.959, H49 0.959
51 H 1.44422 -2.33716 -3.22788  O53 0.954
52 H 2.05949 -2.13379 -1.84802  O53 0.969
53 O 1.25833 -2.44115 -2.29753  H51 0.954, H52 0.969
54 H -2.21199 -2.44834 2.47536  O56 0.958
55 H -1.19038 -3.18489 1.56539  O56 1.011
56 O -1.29859 -2.73624 2.46530  H54 0.958, H55 1.011

## Properties
M ... 331.31 g/mol
Lowest unoccupied orbital energy ... 0.05 eV
Kohn-Sham gap ... 0.352 Eh

=====

Question: What is the M in the first record?
Answer: 126.27 g/mol

=====

Question: Which value of M does entry 4 give?
Answer: 331.31 g/mol